Record 1
This record from the Open Molecules 2025 dataset describes an isolated ion of composition C4H8NOS and charge -1. The level of theory is the ωB97M-V functional and the def2-TZVPD basis.

As for the charge: -1. The calculation puts the highest occupied orbital energy at -2.6559 eV. For the energy relative to the best compared isomer or geometry (same formula, charge and spin), the calculation gives 35.4 kcal/mol. The SMILES is CN[C@@H](C=O)C[S-]. The electronic energy comes out at -685.39959 Ha. As for the LUMO energy: 3.70 eV. For the HOMO-LUMO gap, the calculation gives 6.3525 eV.

Atoms and positions in Å:
C (-0.9592, 1.8016, 1.5849)
N (-1.4915, 0.7812, 0.7170)
C (-0.6062, -0.1377, 0.0106)
C (0.3221, -0.9599, 0.8641)
S (1.4708, -1.8735, -0.2581)
C (0.2144, 0.6312, -1.0080)
O (-0.2459, 1.0161, -2.0530)
H (-0.7726, 1.4369, 2.6080)
H (-1.6879, 2.6172, 1.6819)
H (-0.0373, 2.2265, 1.1598)
H (-2.4796, 0.7335, 0.5840)
H (-1.2294, -0.7955, -0.5773)
H (-0.2327, -1.7059, 1.4378)
H (0.8831, -0.3428, 1.5638)
H (1.2617, 0.7895, -0.7008)



Record 2
This record from the Open Molecules 2025 dataset describes an isolated ion of composition C4H8NOS and charge -1. The level of theory is the ωB97M-V functional and the def2-TZVPD basis.

As for the charge: -1. The calculation puts the highest occupied orbital energy at -2.5866 eV. For the energy relative to the best compared isomer or geometry (same formula, charge and spin), the calculation gives 36.4 kcal/mol. The SMILES is CN[C@@H](C=O)C[S-]. The electronic energy comes out at -685.39815 Ha. As for the LUMO energy: 3.72 eV. For the HOMO-LUMO gap, the calculation gives 6.3077 eV.

Atoms and positions in Å:
C (-0.0448, -2.0545, 0.0630)
N (0.6819, -0.8281, -0.3315)
C (-0.1215, 0.3726, -0.3443)
C (0.7047, 1.6561, -0.5816)
S (-0.3304, 3.0688, -1.1101)
C (-0.8929, 0.6265, 0.9362)
O (-0.5746, 0.2393, 2.0403)
H (0.4179, -2.6753, 0.8301)
H (-0.1681, -2.5546, -0.9004)
H (-1.0143, -1.8401, 0.5078)
H (1.5648, -0.7294, 0.1466)
H (-0.9353, 0.2805, -1.0726)
H (1.3748, 1.4029, -1.3985)
H (1.1906, 1.8716, 0.3714)
H (-1.8529, 1.1635, 0.8436)



Record 3
This record from the Open Molecules 2025 dataset describes a 2-piece molecular cluster, C4H8NOS overall. The level of theory is the ωB97M-V functional and the def2-TZVPD basis.

As for the charge: +1. The calculation puts the highest occupied orbital energy (spin up / spin down) at -12.3498 / -12.3522 eV. For the energy relative to the best compared isomer or geometry (same formula, charge and spin), the calculation gives 72.8 kcal/mol. The electronic energy comes out at -685.01076 Ha. As for the LUMO energy (spin up / spin down): -5.46 / -5.45 eV. For the HOMO-LUMO gap (spin up / spin down), the calculation gives 6.8920 / 6.8979 eV.

Atoms and positions in Å:
C (-0.4698, 0.5574, -1.1039)
C (-1.0737, 1.6158, -0.3911)
C (-1.4825, -0.3848, 0.6800)
C (1.7814, -0.9257, 0.1001)
N (-0.5114, -0.6243, -0.3624)
O (-1.6420, 1.0683, 0.7226)
S (2.3379, 0.6348, 0.2350)
H (0.1140, 0.5378, -1.9799)
H (-1.3224, 2.5899, -0.8417)
H (-2.4896, -0.6772, 0.3450)
H (-1.2100, -0.7606, 1.6072)
H (1.7085, -1.4353, 1.0535)
H (2.0137, -1.4780, -0.7879)
H (-0.5779, -1.4722, -0.8930)
H (2.8238, 0.7542, 1.6166)



Record 4
This record from the Open Molecules 2025 dataset describes a 2-piece molecular cluster, C4H8NOS overall. The level of theory is the ωB97M-V functional and the def2-TZVPD basis.

As for the charge: +1. The calculation puts the highest occupied orbital energy (spin up / spin down) at -12.3905 / -12.0032 eV. For the energy relative to the best compared isomer or geometry (same formula, charge and spin), the calculation gives 80.1 kcal/mol. The electronic energy comes out at -684.99900 Ha. As for the LUMO energy (spin up / spin down): -5.18 / -5.86 eV. For the HOMO-LUMO gap (spin up / spin down), the calculation gives 7.2089 / 6.1408 eV.

Atoms and positions in Å:
C (0.5604, -0.3333, -1.2042)
C (0.5741, -1.3952, -0.2990)
C (1.4373, 0.4219, 0.7292)
C (-1.9818, 0.7700, 0.0827)
N (0.7132, 0.7819, -0.5576)
O (1.0593, -0.9080, 0.9099)
S (-2.1119, -0.8822, 0.3520)
H (0.0393, -0.2941, -2.1170)
H (0.5470, -2.4781, -0.4046)
H (2.4841, 0.3435, 0.5985)
H (1.1458, 0.8851, 1.7192)
H (-1.3255, 1.4584, 0.5039)
H (-2.5647, 1.1379, -0.7977)
H (0.6933, 1.6929, -0.9821)
H (-1.2701, -1.2007, 1.4668)



Record 5
This record from the Open Molecules 2025 dataset describes C4H8NOS2 as an isolated structure. The level of theory is the ωB97M-V functional and the def2-TZVPD basis.

As for the charge: +1. The calculation puts the highest occupied orbital energy at -12.7555 eV. For the energy relative to the best compared isomer or geometry (same formula, charge and spin), the calculation gives 51.4 kcal/mol. The electronic energy comes out at -1083.21377 Ha. As for the LUMO energy: -4.23 eV. For the HOMO-LUMO gap, the calculation gives 8.5223 eV.

Atoms and positions in Å:
C (0.8207, -1.1281, -0.3484)
C (0.7130, 1.0803, 0.5334)
C (-0.6907, -1.3354, -0.0705)
C (-1.1807, 0.7244, 0.6990)
N (1.0764, 0.3775, -0.6894)
O (-1.1409, -0.5804, 1.0267)
S (-2.2894, 2.0272, 1.0483)
S (-1.9315, 1.2448, -0.8490)
H (1.3481, -1.1637, 0.7000)
H (1.2578, -1.8267, -1.0153)
H (0.7841, 2.1254, 0.5085)
H (1.0271, 0.8426, 1.5789)
H (-1.4011, -1.1653, -0.9198)
H (-0.8044, -2.4377, 0.2155)
H (2.0087, 0.4249, -0.9457)
H (0.4027, 0.7903, -1.4721)



Record 6
This record from the Open Molecules 2025 dataset describes C4H8NS as an isolated structure. The level of theory is the ωB97M-V functional and the def2-TZVPD basis.

As for the charge: +1. The calculation puts the highest occupied orbital energy at -13.0688 eV. For the energy relative to the best compared isomer or geometry (same formula, charge and spin), the calculation gives 64.5 kcal/mol. The electronic energy comes out at -609.76714 Ha. As for the LUMO energy: -5.39 eV. For the HOMO-LUMO gap, the calculation gives 7.6803 eV.

Atoms and positions in Å:
C (-0.8730, 0.5494, 0.0097)
C (-2.2105, 1.0791, 0.0841)
C (0.4303, 0.8840, -0.0220)
C (1.1138, -1.4857, 0.1156)
N (1.5125, -0.0950, -0.1993)
S (-2.8312, -0.6934, -0.0524)
H (-2.5242, 1.6805, -0.7669)
H (-2.5166, 1.5303, 1.0234)
H (0.7342, 1.9172, 0.0242)
H (0.1229, -1.6717, -0.2993)
H (1.8245, -2.1874, -0.3114)
H (1.0698, -1.6261, 1.1922)
H (1.8278, -0.0508, -1.1799)
H (2.3197, 0.1696, 0.3819)



Copy entry 3 word for word.
This record from the Open Molecules 2025 dataset describes a 2-piece molecular cluster, C4H8NOS overall. The level of theory is the ωB97M-V functional and the def2-TZVPD basis.

As for the charge: +1. The calculation puts the highest occupied orbital energy (spin up / spin down) at -12.3498 / -12.3522 eV. For the energy relative to the best compared isomer or geometry (same formula, charge and spin), the calculation gives 72.8 kcal/mol. The electronic energy comes out at -685.01076 Ha. As for the LUMO energy (spin up / spin down): -5.46 / -5.45 eV. For the HOMO-LUMO gap (spin up / spin down), the calculation gives 6.8920 / 6.8979 eV.

Atoms and positions in Å:
C (-0.4698, 0.5574, -1.1039)
C (-1.0737, 1.6158, -0.3911)
C (-1.4825, -0.3848, 0.6800)
C (1.7814, -0.9257, 0.1001)
N (-0.5114, -0.6243, -0.3624)
O (-1.6420, 1.0683, 0.7226)
S (2.3379, 0.6348, 0.2350)
H (0.1140, 0.5378, -1.9799)
H (-1.3224, 2.5899, -0.8417)
H (-2.4896, -0.6772, 0.3450)
H (-1.2100, -0.7606, 1.6072)
H (1.7085, -1.4353, 1.0535)
H (2.0137, -1.4780, -0.7879)
H (-0.5779, -1.4722, -0.8930)
H (2.8238, 0.7542, 1.6166)